No. 1
{"formula": "C25H54N2O23PS", "method": "wB97M-V/def2-TZVPD", "e_homo_ev": -12.271, "homo_lumo_gap_ev": 9.089, "charge": 1, "largest_force_ev_per_a": 0.74, "elements": ["O", "P", "O", "S", "C", "C", "N", "C", "C", "N", "H", "H", "H", "H", "H", "H", "H", "H", "H", "H", "H", "H", "C", "O", "C", "O", "O", "C", "H", "H", "H", "H", "H", "H", "C", "O", "C", "O", "O", "C", "H", "H", "H", "H", "H", "H", "C", "O", "C", "O", "O", "C", "H", "H", "H", "H", "H", "H", "C", "O", "C", "O", "O", "C", "H", "H", "H", "H", "H", "H", "C", "O", "C", "O", "O", "C", "H", "H", "H", "H", "H", "H", "C", "O", "C", "O", "O", "C", "H", "H", "H", "H", "H", "H", "C", "O", "C", "O", "O", "C", "H", "H", "H", "H", "H", "H"], "xyz": [[1.6559, 1.5452, 0.7436], [0.8454, 0.2399, 0.3603], [1.2646, -0.7392, 1.5721], [1.0339, -0.4106, -1.3927], [-0.8915, 0.7527, 0.7960], [-1.6297, 1.3659, -0.3906], [-3.0450, 1.6090, -0.0718], [-3.4645, 1.4545, 1.3175], [-3.0140, 0.1147, 1.9152], [-1.7807, -0.3919, 1.2016], [1.4385, 1.9951, 1.5705], [0.9426, -1.6457, 1.4816], [-0.8576, 1.4400, 1.6464], [-1.1117, 2.2627, -0.7386], [-1.5528, 0.6393, -1.2089], [-3.3012, 2.5404, -0.3727], [-3.1338, 2.2734, 1.9709], [-4.5561, 1.4586, 1.3383], [-2.7342, 0.2374, 2.9616], [-3.7683, -0.6695, 1.8464], [-1.3146, -1.0869, 1.7855], [-2.0635, -0.8577, 0.3327], [4.5232, 4.8321, -4.7780], [5.0456, 4.5796, -3.4642], [4.1590, 4.1338, -2.5894], [2.9853, 3.9339, -2.7989], [4.7664, 3.9152, -1.4219], [3.8497, 3.8154, -0.3239], [5.3700, 5.1857, -5.3560], [4.1177, 3.9177, -5.2063], [3.7429, 5.5891, -4.7340], [3.0912, 3.0577, -0.5007], [3.3596, 4.7773, -0.1772], [4.4584, 3.5692, 0.5409], [5.9257, -1.6296, 6.2178], [5.7816, -0.9400, 4.9658], [5.1858, -1.6439, 4.0129], [4.7519, -2.7641, 4.1205], [5.1383, -0.9035, 2.9021], [4.5287, -1.5691, 1.7937], [6.4249, -0.9244, 6.8735], [4.9501, -1.9042, 6.6137], [6.5271, -2.5267, 6.0870], [3.5008, -1.8389, 2.0256], [5.0830, -2.4665, 1.5270], [4.5591, -0.8610, 0.9703], [5.4593, -5.2883, 1.5375], [6.2541, -5.1297, 0.3556], [5.6430, -5.5281, -0.7588], [4.4920, -5.8863, -0.8279], [6.4927, -5.4313, -1.7733], [5.9565, -5.8272, -3.0433], [6.0289, -4.8429, 2.3471], [4.5052, -4.7784, 1.4239], [5.2855, -6.3421, 1.7487], [5.1024, -5.2055, -3.3056], [5.6493, -6.8711, -3.0153], [6.7671, -5.6868, -3.7503], [0.0957, 3.9482, -1.3257], [0.4101, 4.0423, 0.0758], [-0.3096, 4.9517, 0.7417], [-1.1965, 5.6123, 0.2695], [0.1045, 4.9755, 2.0046], [-0.5828, 5.9272, 2.8379], [0.7612, 3.1775, -1.7060], [-0.9539, 3.6828, -1.4591], [0.3041, 4.8814, -1.8419], [-1.6465, 5.7004, 2.8723], [-0.4399, 6.9347, 2.4540], [-0.1329, 5.8230, 3.8194], [-5.0598, -1.4389, -1.6949], [-5.5596, -2.6093, -1.0441], [-6.4852, -2.3589, -0.1113], [-6.8027, -1.2583, 0.2690], [-6.9576, -3.5114, 0.3358], [-7.9839, -3.3953, 1.3366], [-4.2801, -1.7894, -2.3651], [-5.8405, -0.9343, -2.2611], [-4.6562, -0.7356, -0.9641], [-8.8390, -2.8549, 0.9367], [-7.6028, -2.8722, 2.2114], [-8.2541, -4.4160, 1.5837], [-3.7959, 7.2601, -0.2883], [-4.6410, 7.8510, -1.2845], [-5.6142, 7.0537, -1.7152], [-5.8085, 5.9182, -1.3542], [-6.3366, 7.7157, -2.6148], [-7.4335, 6.9739, -3.1627], [-3.0509, 8.0143, -0.0575], [-4.3808, 7.0116, 0.5961], [-3.3151, 6.3645, -0.6722], [-8.1279, 6.6843, -2.3763], [-7.0737, 6.0804, -3.6698], [-7.9102, 7.6485, -3.8661], [-2.0670, -8.1155, -0.2473], [-0.8762, -8.7372, -0.7360], [0.0835, -7.8887, -1.1087], [0.0102, -6.6846, -1.0541], [1.1172, -8.5947, -1.5444], [2.2379, -7.8179, -1.9962], [-2.7333, -8.9339, 0.0060], [-1.8489, -7.5125, 0.6329], [-2.5108, -7.4830, -1.0145], [2.6360, -7.1935, -1.2048], [1.9460, -7.1925, -2.8387], [2.9779, -8.5488, -2.3073]], "forces_ev_per_angstrom": [[-0.03, -0.32, -0.24], [0.05, 0.29, 0.58], [-0.67, 0.16, 0.18], [0.03, -0.19, -0.29], [-0.08, 0.12, -0.18], [0.11, -0.05, 0.16], [0.05, -0.03, 0.05], [-0.07, 0.03, 0.12], [-0.05, 0.03, 0.03], [-0.05, -0.05, -0.10], [0.06, 0.04, 0.01], [0.41, -0.13, -0.20], [0.04, -0.10, 0.03], [-0.22, -0.57, 0.42], [-0.04, 0.06, -0.01], [-0.19, -0.11, -0.18], [0.10, -0.08, -0.04], [0.07, 0.08, 0.01], [-0.03, -0.04, -0.06], [0.02, 0.08, -0.12], [0.06, 0.09, 0.01], [0.02, -0.10, 0.08], [0.02, -0.04, 0.02], [-0.03, -0.05, 0.00], [-0.04, -0.25, 0.06], [-0.03, 0.21, -0.11], [-0.12, 0.23, -0.02], [0.11, -0.02, 0.03], [-0.02, 0.00, -0.02], [0.01, 0.00, 0.00], [0.01, 0.00, 0.00], [0.13, -0.04, -0.03], [-0.02, 0.02, 0.06], [-0.02, -0.02, 0.00], [0.00, 0.02, -0.04], [-0.01, 0.00, 0.01], [-0.01, -0.05, -0.05], [0.02, 0.04, 0.01], [-0.04, -0.05, 0.08], [0.06, 0.01, -0.18], [0.00, -0.02, 0.02], [0.00, 0.01, 0.00], [0.00, 0.01, 0.01], [0.05, 0.00, 0.03], [0.04, 0.02, 0.03], [-0.02, 0.02, 0.03], [0.02, 0.08, 0.18], [0.01, -0.15, -0.04], [-0.13, 0.20, 0.07], [0.14, -0.06, -0.09], [0.00, -0.04, 0.02], [0.02, 0.01, 0.04], [0.02, 0.03, -0.04], [-0.02, -0.04, 0.03], [-0.01, -0.01, -0.08], [0.01, 0.00, 0.00], [0.01, 0.00, 0.00], [-0.02, -0.01, -0.02], [0.34, 0.12, -0.18], [-0.16, 0.11, 0.11], [-0.04, -0.03, -0.21], [0.01, 0.00, 0.12], [0.00, -0.09, 0.02], [0.03, 0.02, 0.03], [-0.07, 0.00, -0.08], [0.16, 0.43, -0.20], [0.00, 0.05, 0.10], [0.00, 0.00, 0.00], [0.01, -0.01, 0.00], [-0.02, 0.03, 0.01], [0.19, 0.03, 0.02], [-0.14, 0.02, 0.00], [0.12, 0.08, 0.04], [0.03, -0.05, 0.03], [-0.03, 0.00, 0.00], [0.03, 0.00, -0.04], [-0.02, 0.00, -0.01], [-0.04, -0.04, 0.03], [0.00, 0.04, -0.05], [0.00, -0.01, 0.00], [0.00, -0.01, 0.00], [-0.02, 0.01, 0.02], [-0.03, 0.05, -0.08], [-0.02, -0.05, 0.05], [-0.07, 0.00, -0.09], [0.05, 0.00, 0.02], [0.06, -0.04, 0.07], [0.00, 0.01, 0.00], [0.01, -0.02, 0.01], [0.02, 0.00, 0.02], [-0.02, 0.04, 0.00], [0.00, 0.02, 0.00], [0.00, 0.02, -0.01], [-0.02, -0.02, 0.00], [0.03, -0.02, -0.02], [0.02, 0.02, 0.00], [-0.01, 0.03, 0.01], [0.01, -0.03, 0.00], [-0.04, 0.04, 0.02], [-0.01, -0.04, -0.07], [-0.02, 0.02, 0.01], [0.00, -0.01, 0.00], [0.00, -0.01, 0.00], [-0.05, 0.00, 0.06], [-0.01, 0.00, 0.00], [0.01, 0.01, 0.00]], "lowdin_charge": [-0.169, 0.153, -0.193, 0.440, -0.314, -0.210, -0.022, -0.182, -0.073, 0.071, 0.102, 0.084, 0.141, 0.070, 0.092, 0.124, 0.119, 0.132, 0.138, 0.133, 0.168, 0.178, -0.023, 0.018, -0.616, 0.104, 0.015, -0.032, 0.097, 0.098, 0.098, 0.061, 0.102, 0.101, -0.025, 0.009, -0.622, 0.115, 0.012, -0.032, 0.096, 0.096, 0.100, 0.075, 0.082, 0.100, -0.039, 0.011, -0.614, 0.104, 0.014, -0.025, 0.093, 0.086, 0.103, 0.097, 0.096, 0.096, -0.032, -0.032, -0.611, 0.130, -0.002, -0.015, 0.090, 0.081, 0.115, 0.097, 0.104, 0.097, -0.039, 0.002, -0.630, 0.111, 0.011, -0.021, 0.096, 0.106, 0.066, 0.101, 0.095, 0.097, -0.043, 0.011, -0.627, 0.107, 0.008, -0.032, 0.096, 0.098, 0.072, 0.097, 0.096, 0.096, -0.042, 0.004, -0.626, 0.107, 0.012, -0.030, 0.095, 0.093, 0.095, 0.069, 0.100, 0.096]}

No. 2
{"formula": "C25H54N4O29", "method": "wB97M-V/def2-TZVPD", "smiles": "C[N+](=O)[O-].C[N+](=O)[O-].C[N+](=O)[O-].C[N+](=O)[O-].COC(=O)OC.COC(=O)OC.COC(=O)OC.COC(=O)OC.COC(=O)OC.COC(=O)OC.COC(=O)OC", "e_homo_ev": -10.439, "homo_lumo_gap_ev": 9.954, "charge": 0, "largest_force_ev_per_a": 2.59, "elements": ["C", "O", "C", "O", "O", "C", "H", "H", "H", "H", "H", "H", "C", "O", "C", "O", "O", "C", "H", "H", "H", "H", "H", "H", "C", "O", "C", "O", "O", "C", "H", "H", "H", "H", "H", "H", "C", "O", "C", "O", "O", "C", "H", "H", "H", "H", "H", "H", "C", "O", "C", "O", "O", "C", "H", "H", "H", "H", "H", "H", "C", "O", "C", "O", "O", "C", "H", "H", "H", "H", "H", "H", "C", "O", "C", "O", "O", "C", "H", "H", "H", "H", "H", "H", "C", "N", "O", "O", "H", "H", "H", "C", "N", "O", "O", "H", "H", "H", "C", "N", "O", "O", "H", "H", "H", "C", "N", "O", "O", "H", "H", "H"], "xyz": [[-22.3891, -12.0378, -4.9665], [-22.7364, -10.9521, -4.1027], [-21.7838, -10.1452, -3.7460], [-20.5913, -10.2745, -3.8785], [-22.3202, -9.1154, -3.0650], [-21.5225, -8.0257, -2.7012], [-22.0206, -11.6885, -5.9271], [-23.2816, -12.6545, -5.0213], [-21.6264, -12.6383, -4.4664], [-22.1492, -7.2687, -2.2363], [-21.0005, -7.5829, -3.5508], [-20.7601, -8.2655, -1.9554], [-10.9777, -5.5836, -3.9794], [-9.9780, -4.6557, -4.3833], [-10.3348, -3.6042, -5.1142], [-11.4730, -3.3625, -5.4955], [-9.3124, -2.8175, -5.2586], [-9.4011, -1.5838, -5.9681], [-11.4454, -5.3246, -3.0272], [-10.4057, -6.4927, -3.8024], [-11.7583, -5.7199, -4.7217], [-8.4916, -0.9993, -5.8624], [-10.2574, -1.0008, -5.6512], [-9.4536, -1.8588, -7.0221], [-14.3751, -4.3520, -6.1642], [-15.7196, -4.8174, -6.1716], [-16.3814, -4.8461, -5.0290], [-16.0482, -4.2193, -4.0473], [-17.4365, -5.6249, -5.1766], [-18.2411, -5.9761, -4.0429], [-14.0498, -4.1446, -7.1779], [-13.7337, -5.0424, -5.6231], [-14.3077, -3.3917, -5.6478], [-18.6273, -5.0833, -3.5601], [-17.5659, -6.5066, -3.3702], [-19.0402, -6.6472, -4.3347], [-15.8083, -0.8383, -5.5233], [-14.5929, -0.3853, -6.1107], [-13.7931, 0.3922, -5.4083], [-14.0276, 0.8817, -4.3463], [-12.6551, 0.4656, -6.0992], [-11.6257, 1.2419, -5.5402], [-16.6722, -0.3856, -6.0127], [-15.8255, -0.4605, -4.5001], [-15.8521, -1.9148, -5.6586], [-10.9229, 1.6145, -6.2869], [-10.9848, 0.6401, -4.8924], [-11.9878, 2.1080, -4.9877], [-11.3807, -6.5050, -7.9440], [-10.9480, -5.4899, -8.8496], [-9.7133, -5.0229, -8.8896], [-9.3316, -4.2408, -9.7206], [-8.9442, -5.5798, -7.9676], [-7.5882, -5.2198, -7.8533], [-12.4214, -6.6620, -8.2103], [-11.4504, -5.9221, -7.0151], [-10.7690, -7.3923, -7.8060], [-7.3993, -4.4359, -7.1160], [-7.1637, -4.8528, -8.7864], [-7.0362, -6.0901, -7.5048], [-8.9891, -1.9319, -1.3630], [-10.3069, -2.4369, -1.3157], [-11.0341, -2.3266, -2.4340], [-10.6364, -1.8596, -3.4639], [-12.2488, -2.7813, -2.1315], [-13.1705, -2.8344, -3.2044], [-8.4623, -2.2871, -2.2457], [-8.4023, -2.2742, -0.5073], [-8.9956, -0.8518, -1.2053], [-13.3060, -1.9166, -3.7853], [-14.1546, -2.9362, -2.7474], [-13.0098, -3.6244, -3.9364], [-14.2898, -8.3883, -6.9891], [-13.7699, -7.6987, -5.8562], [-14.4912, -7.7399, -4.7382], [-15.5775, -8.2251, -4.5933], [-13.9039, -6.8805, -3.9010], [-14.4013, -6.7650, -2.5770], [-15.2288, -7.9994, -7.3772], [-14.4320, -9.4561, -6.8188], [-13.5170, -8.2762, -7.7404], [-14.4637, -7.6852, -1.9944], [-15.4114, -6.3514, -2.5358], [-13.7108, -6.0635, -2.1162], [-22.2387, -4.6683, -0.6062], [-21.6258, -4.5466, -1.9540], [-22.2679, -4.1121, -2.8829], [-20.4112, -4.6692, -1.9452], [-22.4329, -5.7337, -0.4724], [-23.2040, -4.1826, -0.5098], [-21.4822, -4.3208, 0.0846], [-20.1712, -2.5251, -4.4995], [-19.8706, -1.6537, -5.6437], [-19.1871, -0.6673, -5.4483], [-20.4307, -1.9348, -6.6855], [-21.2437, -2.6298, -4.4085], [-19.7468, -2.0800, -3.6040], [-19.6709, -3.4712, -4.6938], [-16.0336, -4.0530, -9.6698], [-14.9180, -5.0062, -9.7528], [-14.0313, -4.7928, -10.5535], [-14.9718, -5.9814, -9.0103], [-16.9693, -4.5945, -9.5957], [-15.9980, -3.4577, -10.5784], [-15.8425, -3.3881, -8.8300], [-17.5878, -7.1959, -0.1191], [-18.9511, -7.5789, 0.2612], [-19.7778, -6.7030, 0.3883], [-19.1275, -8.7591, 0.4345], [-17.5184, -6.1908, -0.5278], [-17.1791, -7.9348, -0.7988], [-17.0258, -7.1554, 0.8153]], "forces_ev_per_angstrom": [[0.40, -0.56, 0.84], [-1.13, -0.27, -0.62], [1.70, 1.25, 1.40], [-0.23, -0.24, -0.62], [-1.28, -0.37, -0.29], [1.18, 0.53, 0.35], [-0.15, 0.03, -0.03], [-0.07, 0.22, -0.34], [0.14, 0.08, -0.23], [-0.37, -0.19, -0.23], [-0.17, -0.09, -0.14], [-0.05, -0.40, -0.08], [0.12, -0.46, 0.15], [0.42, 0.12, 0.10], [-2.43, 0.86, -0.29], [1.18, -0.89, -0.42], [2.17, -0.10, -0.08], [-0.50, -0.49, -0.98], [0.10, 0.43, -0.06], [-0.28, -0.19, -0.19], [0.15, -0.04, -0.13], [0.17, -0.36, 0.57], [-0.08, -0.25, -0.07], [-0.36, 0.33, -0.13], [0.22, 1.17, 0.78], [-0.18, -0.61, -1.08], [0.45, 0.62, 0.57], [-0.40, -0.44, 0.29], [-0.72, -0.38, -0.75], [1.11, 0.38, 0.57], [-0.09, -0.53, -0.13], [0.05, -0.17, -0.32], [-0.07, -0.09, 0.04], [-0.07, -0.05, 0.06], [-0.29, -0.05, 0.26], [0.10, 0.10, -0.47], [-0.36, 0.87, 0.29], [-0.27, -0.50, -0.96], [0.32, -0.61, -0.33], [-0.03, 0.54, 0.74], [0.15, 0.25, -0.50], [1.17, 0.63, 0.73], [0.20, 0.02, -0.27], [-0.11, -0.66, 0.16], [0.02, -0.01, 0.40], [-0.56, -0.18, -0.57], [-0.42, -0.05, 0.35], [-0.22, -0.17, 0.05], [-0.64, 1.92, 1.42], [-0.03, -0.24, -1.22], [0.42, 0.09, -0.91], [-0.24, 0.13, 0.31], [-0.11, -0.63, 1.17], [1.13, 0.46, -0.03], [0.20, -0.47, -0.36], [0.11, -0.82, 0.41], [0.12, 0.10, -0.48], [-0.56, 0.05, 0.09], [-0.23, -0.21, -0.19], [-0.17, -0.16, -0.16], [0.85, 0.26, 0.43], [-0.14, -0.44, 0.43], [0.27, 0.39, 0.98], [-0.57, 0.54, 0.65], [0.47, -0.01, -0.54], [-1.99, 0.33, -0.55], [-0.12, 0.45, -0.25], [-0.57, -0.54, 0.10], [-0.05, 0.09, -0.74], [0.84, 0.22, 0.23], [0.14, -0.46, 0.16], [0.33, -0.06, 0.55], [0.04, -0.66, -0.64], [0.04, -0.46, 0.16], [-0.83, 1.64, -0.76], [0.13, -0.75, 0.33], [0.50, -0.58, 0.47], [-0.48, 0.44, 0.52], [0.03, 0.41, 0.34], [0.08, 0.05, 0.39], [-0.11, 0.00, -0.12], [0.49, -0.31, -0.41], [0.11, 0.23, -0.38], [-0.12, -0.04, 0.22], [-0.56, -1.10, 0.12], [0.71, 2.02, 0.80], [-0.39, -0.70, -0.16], [-0.18, -0.60, -0.59], [0.29, 0.00, 0.23], [0.19, 0.40, -0.43], [-0.11, -0.06, 0.13], [0.59, -0.23, 0.63], [-0.88, 0.65, -0.05], [0.23, -0.19, -0.26], [0.45, 0.04, -0.10], [0.00, -0.16, -0.22], [0.00, 0.04, -0.08], [-0.30, -0.10, -0.02], [-0.08, 0.79, -0.54], [0.31, -0.98, -0.01], [-0.23, 0.02, 0.33], [0.15, 0.44, -0.28], [0.08, -0.05, 0.29], [-0.05, -0.04, 0.01], [-0.15, -0.23, 0.19], [1.10, 0.68, 0.19], [0.13, 0.15, -0.34], [-0.33, 0.12, 0.12], [-0.39, -0.40, 0.14], [-0.55, -0.07, -0.17], [-0.06, -0.13, 0.10], [0.06, -0.34, -0.07]], "lowdin_charge": [-0.018, 0.021, -0.623, 0.130, 0.008, -0.055, 0.102, 0.096, 0.098, 0.077, 0.088, 0.088, -0.025, 0.018, -0.640, 0.092, -0.012, -0.006, 0.090, 0.105, 0.065, 0.101, 0.054, 0.105, -0.027, 0.005, -0.625, 0.115, 0.012, -0.012, 0.096, 0.074, 0.068, 0.062, 0.079, 0.091, -0.017, 0.008, -0.636, 0.134, 0.018, -0.061, 0.083, 0.100, 0.073, 0.098, 0.076, 0.099, -0.017, 0.016, -0.622, 0.129, -0.012, -0.040, 0.065, 0.085, 0.108, 0.092, 0.096, 0.094, -0.043, 0.012, -0.570, 0.129, 0.036, -0.045, 0.099, 0.092, 0.101, 0.098, 0.096, 0.056, -0.033, -0.003, -0.603, 0.154, -0.026, -0.032, 0.095, 0.102, 0.073, 0.099, 0.070, 0.095, 0.049, -0.423, 0.074, 0.040, 0.091, 0.101, 0.100, 0.031, -0.444, 0.061, 0.068, 0.083, 0.103, 0.088, 0.049, -0.435, 0.091, 0.041, 0.105, 0.099, 0.097, 0.033, -0.459, 0.055, 0.082, 0.096, 0.099, 0.109]}